The following is a DFT calculation (the ωB97M-V functional and the def2-TZVPD basis) of a cluster of 14 separate species, C42H112O14 in total in a non-equilibrium geometry.

The geometry in XYZ format:
```
168
Properties=species:S:1:pos:R:3:mulliken_spin:R:1
O 0.08754 3.54880 5.47064 0.0000
H -5.86992 -0.34817 -3.73382 0.0000
H 1.14247 -4.69708 -2.03872 0.0000
H -2.71658 -1.10609 -3.32577 0.0000
H 3.11435 0.95410 3.49902 0.0003
O 1.38394 -1.15469 -3.82507 0.0040
C 1.45932 5.38186 5.38135 0.0000
O -3.42493 2.15262 -3.86376 0.0000
H 2.14584 -6.59975 -5.08464 0.0000
H -0.78964 0.01586 -5.93655 0.0000
H -0.36698 -5.46991 -2.30454 0.0000
H -0.96546 2.83179 -1.76385 0.0000
H -1.42202 0.33052 3.23717 -0.0002
H -2.67410 2.28505 -1.43355 0.0000
H -2.42109 -4.21548 0.64312 0.0001
C -0.45679 -2.77146 2.91772 0.0004
H -4.02118 -4.73996 2.57961 0.0000
H -2.37693 -3.14443 -7.31244 0.0000
H 2.30897 1.78844 -4.94696 0.0001
H 3.04560 5.81301 -2.99730 0.0000
H -3.54632 0.28716 2.10535 0.0000
C 1.53992 -6.53523 -4.18087 0.0000
H 1.65133 -0.00629 -1.88761 -0.0018
H -2.02581 -4.07931 -5.84948 0.0000
H 0.87939 -7.39070 -4.03957 0.0000
H -3.64677 -1.12503 3.07011 0.0000
O -4.47656 -5.63084 0.40445 0.0000
H 3.77119 5.20827 -0.00125 0.0000
H 2.15483 -0.53942 -5.51942 0.0008
C -1.60455 -0.64401 -6.23420 0.0000
O -1.39699 -1.96812 -4.31174 -0.0001
C -3.56283 -0.04083 3.14470 0.0000
C 5.32841 -0.55375 4.78367 0.0024
C 5.13864 -1.62090 1.39586 0.1359
H 3.88870 0.66020 5.71856 0.0015
H -3.86047 3.46601 3.69221 0.0000
H -3.22787 6.73662 3.52204 0.0000
C 3.12394 5.74799 -0.69253 0.0000
H 4.36263 -1.23815 2.05874 0.0123
C 3.70633 -0.94177 -4.12432 0.0027
C -4.62512 -4.29696 0.64584 -0.0001
C 0.76258 -3.58502 3.27699 0.0008
H -1.63926 3.16081 -5.41172 0.0000
H 3.29954 -0.72508 -0.60523 -0.0287
H -4.00211 -0.55611 -0.52210 0.0000
C 0.33440 -4.77484 -2.76610 0.0001
C 0.63614 0.65219 0.93582 -0.0009
O 4.00766 -1.36842 -0.52600 0.6805
H -5.43554 -3.78022 0.13173 0.0000
H 0.63182 5.95035 4.95689 0.0000
C 0.59189 -0.02782 -0.42517 0.0022
H 2.50960 3.53019 3.15291 0.0000
H -1.87183 1.85335 5.11713 0.0000
H 1.00868 0.10955 1.80464 -0.0014
O -4.07400 4.22205 3.14048 0.0000
O 3.07006 7.13115 -0.43136 0.0000
H -0.28898 -2.26419 -5.90337 0.0000
H 6.07703 -1.39525 1.90242 0.0056
C 1.48111 3.59296 3.50843 0.0000
H 1.81116 0.11284 4.49752 0.0007
C -0.09155 -1.37542 -0.67674 -0.0025
C -4.78550 -4.11666 2.11548 0.0000
H -3.40956 -2.71050 0.47533 0.0000
C -3.30687 -3.76019 0.20018 0.0000
H 5.25952 -1.36346 4.05722 0.0016
H -1.53364 1.45379 -3.53632 0.0002
H -1.47792 3.42993 3.03343 0.0000
O -3.38247 -0.54065 -2.92768 0.0002
H -1.62360 -0.61980 -7.32377 0.0000
H -0.36156 0.94419 1.26358 0.0005
H 1.71956 -2.05408 -3.83265 0.0001
C 1.81412 -3.46150 2.14394 -0.0051
H -3.04079 -0.34158 5.74201 0.0000
H -6.47225 -1.87762 -3.09442 0.0000
C 2.30419 -0.36305 -4.45420 0.0004
C -5.59396 -1.37679 -3.50169 0.0000
H -0.86281 -1.67193 0.03414 -0.0003
C 0.83370 -5.19652 -4.19278 0.0000
C -2.30037 0.40100 3.87877 0.0002
H -5.34406 -1.62986 -0.51722 0.0000
C 5.08673 -0.84923 0.15801 -0.0013
H 1.20406 1.56062 0.73502 0.0009
C -2.13533 -0.42533 5.14098 0.0000
H 5.93910 -1.07868 -0.48145 0.1364
H -1.36656 -2.90666 3.50266 0.0000
O -2.48047 1.72648 4.38565 0.0000
H 0.10145 3.46684 6.42704 0.0000
H 0.89462 5.53931 -0.88394 0.0000
H 4.28826 1.24385 0.51836 0.0002
H -0.06592 -3.76200 -2.72131 0.0000
C -3.02031 4.81284 2.48036 0.0000
H -3.31832 -2.91378 -5.81532 0.0000
H 5.97249 0.20649 4.34175 -0.0003
O 1.22028 -3.34158 4.52800 0.0002
H -0.34534 -1.34260 -1.73628 0.0016
H 0.10346 0.69889 -1.07434 0.0016
C -2.06493 2.39928 -3.42727 -0.0003
H 0.94302 2.66690 3.30605 0.0001
H -1.27201 -0.09090 5.71625 0.0000
C 2.80780 0.07012 4.05823 0.0029
H 1.84478 -4.12055 -5.56095 0.0000
C 1.38449 3.89197 5.02861 0.0000
H 1.52926 -4.04983 1.27169 0.0005
H -1.50690 4.45457 -4.19251 0.0000
C -2.04444 3.65711 2.13035 0.0001
H 3.68252 7.31401 0.28492 0.0000
H 1.82967 4.03005 -0.60039 0.0001
H -5.38872 -1.84346 -4.46513 0.0000
H 2.25924 -6.43858 -3.36764 0.0000
C -2.32550 -3.10074 -6.22453 0.0000
H -1.66516 6.47444 2.84322 0.0000
H 4.60252 5.67490 -2.14395 0.0000
H -0.29783 3.24197 -4.32091 0.0000
C -1.37639 3.38855 -4.37871 0.0000
H -4.02852 -2.37349 -2.36264 0.0000
C -4.38603 -1.35332 -2.50244 -0.0001
H 5.92691 -0.89868 5.62683 0.0005
H 0.55342 -3.53994 5.18948 0.0000
H 4.39154 -0.40672 -4.78183 0.0003
H 5.94893 1.01685 0.62464 0.0030
H -5.61452 -0.10681 -1.20920 0.0000
H 0.55305 -4.64994 3.37773 -0.0001
H -0.74343 -2.97151 1.88529 0.0001
H -4.61675 -3.07876 2.40252 0.0000
H 3.99551 -0.68668 -3.10481 0.0021
H -4.51785 0.38132 3.45745 0.0000
H 1.96116 -2.41360 1.88243 0.0041
H -3.57504 1.21185 -3.74538 0.0000
C -4.84775 -0.87747 -1.13016 0.0000
H 3.44971 4.32589 -2.45281 0.0000
O 1.88125 0.02842 -0.95620 0.0145
O 1.77251 -4.18681 -4.60597 0.0001
H -2.34835 3.93137 -1.90169 0.0000
C 3.55721 5.36597 -2.14495 0.0000
H -0.20321 -1.71175 2.94619 -0.0005
H -5.71845 -4.47626 2.54951 0.0000
H 3.01376 -1.95778 5.30332 -0.0001
H -2.55788 -0.24515 -5.88752 0.0000
H -0.03513 -5.19437 -4.85097 0.0000
H -2.12295 5.51437 4.26515 0.0000
C -2.01626 2.90308 -2.04462 0.0001
H 3.84433 -2.01091 -4.28556 0.0002
H -3.02523 -3.74598 -0.85271 0.0000
H -2.56519 2.78959 1.72498 0.0000
H -1.20920 3.88216 1.46716 -0.0001
H 2.05382 3.18900 5.52453 0.0000
H 2.34788 5.88138 4.99529 0.0000
H 0.99574 1.07488 -3.95968 -0.0006
C -2.48737 5.95808 3.33864 0.0000
H 1.43144 5.40717 6.47070 0.0000
H -0.60595 -1.55860 -3.95375 0.0000
H -4.15237 -6.11102 1.16991 0.0000
C 5.08207 0.63538 0.08507 0.0146
H 0.62225 -2.14388 -0.37999 -0.0018
C 2.07383 1.13043 -4.11041 0.0020
H 5.08259 0.89001 -0.97477 0.0031
H 1.38151 5.26843 0.63908 0.0000
H 0.96736 4.34552 2.91026 0.0000
O 3.26156 -1.31493 5.97186 0.0001
H 2.69008 1.48646 -3.28483 -0.0009
C 1.74738 5.09279 -0.37255 0.0000
H 2.78116 -3.84887 2.46471 -0.0008
H -1.95148 -1.47274 4.90174 0.0000
H 4.94929 -2.68793 1.27887 0.0073
H -3.33530 5.22961 1.52370 0.0000
C -1.34374 -2.04718 -5.73455 0.0000
C 3.86208 -0.26850 5.14855 0.0012
H 2.79969 -0.81334 3.41986 -0.0035
```

As for the HOMO-LUMO gap (alpha / beta): 8.583 / 2.340 eV. Its total charge is +1. As for the LUMO energy (alpha / beta): -2.41 / -8.65 eV. The spin multiplicity is 2. The calculation puts the total energy at -2720.2695 Ha. The value obtained for the strongest force on any atom is 3.985 eV/Å. The relative energy (zero: lowest compared OMol25 entry of this formula, charge and spin) comes out at 289.8 kJ/mol.